#P
O5PS | the ωB97M-V functional and the def2-TZVPD basis

Values from the calculation:
- HOMO (eV) = -5.88
- Kohn-Sham gap (eV) = 9.551

```
! wB97M-V def2-TZVPD RIJCOSX def2/J DEFGRID3
* xyz -1 1
O 1.418 1.432 1.321
O 0.226 -0.777 2.074
O -1.091 -0.433 -2.530
O -1.399 0.499 -0.295
O 1.009 -0.263 -0.453
P 0.767 0.136 0.994
S -0.930 -0.594 -1.111
*
```



#Q
O5PS | the ωB97M-V functional and the def2-TZVPD basis

Values from the calculation:
- HOMO (eV) = -5.37
- Kohn-Sham gap (eV) = 9.273

```
! wB97M-V def2-TZVPD RIJCOSX def2/J DEFGRID3
* xyz -1 1
O -0.037 1.769 1.399
O 1.192 -0.517 1.531
O -0.928 -0.764 -2.261
O -1.197 -0.649 0.222
O 0.733 0.517 -0.771
P 0.464 0.499 0.868
S -0.227 -0.854 -0.987
*
```



Which of them is most stable, and which least? Most stable: #P; least stable: #Q.



#P
C24H66N6O6 | the ωB97M-V functional and the def2-TZVPD basis

Values from the calculation:
- HOMO (eV) = -8.89
- Kohn-Sham gap (eV) = 9.437
- SMILES = COC[C@H](C)N.COC[C@H](C)N.COC[C@H](C)N.COC[C@H](C)N.COC[C@H](C)N.COC[C@H](C)N

```
! wB97M-V def2-TZVPD RIJCOSX def2/J DEFGRID3
* xyz 0 1
C -5.465 -2.900 -0.777
C -4.609 -3.463 -1.942
C -5.151 -2.952 -3.333
O -4.380 -3.623 -4.235
C -4.726 -3.164 -5.581
N -3.224 -3.103 -1.462
H -6.532 -3.016 -0.966
H -5.348 -1.865 -0.458
H -5.357 -3.386 0.192
H -4.579 -4.547 -2.055
H -4.969 -1.887 -3.470
H -6.231 -3.041 -3.457
H -5.742 -3.490 -5.807
H -4.148 -3.735 -6.308
H -4.547 -2.099 -5.727
H -3.148 -3.646 -0.613
H -2.609 -3.582 -2.106
C 2.738 4.765 5.352
C 3.191 3.600 4.361
C 2.469 3.488 2.982
O 2.996 2.352 2.200
C 2.103 2.004 1.182
N 4.585 3.880 4.121
H 1.687 4.763 5.641
H 3.013 5.798 5.137
H 3.220 4.634 6.321
H 3.107 2.602 4.792
H 2.462 4.495 2.565
H 1.392 3.431 3.144
H 2.486 1.214 0.536
H 2.007 2.906 0.578
H 1.125 1.641 1.500
H 5.236 3.527 4.807
H 4.778 3.136 3.466
C 3.799 -6.400 -1.230
C 3.419 -4.917 -1.253
C 2.011 -4.669 -1.890
O 1.923 -5.048 -3.245
C 2.723 -4.320 -4.126
N 3.346 -4.440 0.093
H 3.942 -6.481 -2.308
H 2.952 -6.969 -0.847
H 4.665 -6.527 -0.581
H 4.130 -4.363 -1.867
H 1.894 -3.586 -1.926
H 1.114 -5.073 -1.420
H 2.411 -4.504 -5.154
H 3.782 -4.576 -4.140
H 2.586 -3.251 -3.964
H 2.908 -5.091 0.729
H 4.298 -4.423 0.431
C 4.648 -0.286 5.651
C 3.796 -1.314 5.054
C 2.320 -0.863 4.750
O 1.658 -1.766 3.905
C 0.242 -1.561 3.918
N 4.432 -1.836 3.849
H 4.684 0.661 5.111
H 5.681 -0.598 5.498
H 4.388 -0.213 6.707
H 3.811 -2.148 5.756
H 2.349 0.106 4.251
H 1.780 -0.916 5.696
H -0.160 -1.492 4.929
H -0.392 -2.316 3.455
H -0.009 -0.606 3.457
H 3.717 -2.198 3.234
H 4.789 -1.029 3.358
C -2.477 5.115 -3.636
C -3.880 4.729 -3.029
C -4.236 5.271 -1.601
O -4.353 6.691 -1.754
C -4.327 7.301 -0.438
N -4.944 5.036 -3.847
H -2.507 5.105 -4.726
H -1.725 4.421 -3.262
H -2.190 6.140 -3.399
H -3.859 3.663 -2.803
H -3.390 5.035 -0.955
H -5.082 4.686 -1.239
H -4.921 6.854 0.360
H -4.511 8.348 -0.677
H -3.282 7.329 -0.129
H -4.605 5.527 -4.663
H -5.402 5.766 -3.320
C -0.157 1.988 -1.787
C -0.526 0.465 -1.951
C -0.254 -0.311 -0.660
O 1.062 -0.646 -0.661
C 1.489 -1.655 0.362
N -1.964 0.419 -2.294
H -0.422 2.619 -2.635
H 0.925 2.023 -1.653
H -0.606 2.548 -0.967
H 0.132 0.094 -2.736
H -0.828 -1.235 -0.735
H -0.594 0.189 0.246
H 0.892 -2.565 0.427
H 1.349 -1.138 1.311
H 2.526 -1.930 0.172
H -2.461 0.912 -1.566
H -2.343 -0.514 -2.217
*
```



#Q
C24H66N6O6 | the ωB97M-V functional and the def2-TZVPD basis

Values from the calculation:
- HOMO (eV) = -8.88
- Kohn-Sham gap (eV) = 9.498
- SMILES = COC[C@H](C)N.COC[C@H](C)N.COC[C@H](C)N.COC[C@H](C)N.COC[C@H](C)N.COC[C@H](C)N

```
! wB97M-V def2-TZVPD RIJCOSX def2/J DEFGRID3
* xyz 0 1
C -6.127 1.646 -0.373
C -5.969 0.828 0.897
C -7.298 0.829 1.632
O -7.186 -0.072 2.728
C -8.367 -0.141 3.482
N -5.512 -0.526 0.599
H -5.297 1.473 -1.059
H -6.165 2.711 -0.136
H -7.057 1.387 -0.884
H -5.285 1.322 1.598
H -8.076 0.418 0.968
H -7.573 1.824 1.995
H -8.529 0.798 4.017
H -8.248 -0.956 4.202
H -9.238 -0.439 2.885
H -5.871 -1.145 1.320
H -5.950 -0.809 -0.273
C -0.622 -2.158 -4.535
C 0.482 -1.323 -5.162
C 1.359 -0.767 -4.072
O 2.156 0.324 -4.520
C 3.539 0.097 -4.447
N 1.299 -2.208 -6.022
H -1.334 -2.513 -5.281
H -1.192 -1.551 -3.821
H -0.238 -3.011 -3.975
H -0.003 -0.515 -5.720
H 1.978 -1.547 -3.617
H 0.706 -0.407 -3.271
H 3.890 0.122 -3.404
H 4.033 0.940 -4.937
H 3.861 -0.830 -4.926
H 0.853 -2.292 -6.934
H 2.152 -1.705 -6.267
C -2.369 5.127 -0.394
C -2.478 4.136 0.760
C -1.244 3.242 0.821
O -0.152 3.956 1.367
C 0.894 3.084 1.715
N -2.642 4.792 2.077
H -3.237 5.791 -0.433
H -2.328 4.573 -1.333
H -1.501 5.771 -0.247
H -3.343 3.480 0.626
H -0.979 2.882 -0.182
H -1.440 2.370 1.460
H 1.693 3.668 2.177
H 1.329 2.664 0.800
H 0.632 2.291 2.424
H -1.719 4.933 2.476
H -3.013 5.729 1.965
C 2.145 -1.131 1.205
C 1.244 -1.071 -0.033
C -0.199 -0.999 0.415
O -1.030 -1.129 -0.708
C -2.347 -0.693 -0.462
N 1.549 0.227 -0.663
H 2.138 -2.142 1.625
H 1.794 -0.439 1.973
H 3.175 -0.855 0.975
H 1.451 -1.908 -0.707
H -0.331 -0.033 0.922
H -0.393 -1.747 1.207
H -2.344 0.331 -0.059
H -2.844 -1.342 0.262
H -2.893 -0.652 -1.402
H 1.119 0.377 -1.560
H 2.543 0.406 -0.684
C 5.965 3.997 -1.447
C 5.010 3.215 -0.560
C 5.721 1.957 -0.083
O 5.018 1.343 0.968
C 5.791 0.571 1.847
N 4.488 4.040 0.531
H 5.460 4.797 -1.985
H 6.354 3.320 -2.216
H 6.814 4.387 -0.881
H 4.192 2.912 -1.227
H 6.726 2.257 0.275
H 5.926 1.234 -0.885
H 6.059 -0.394 1.389
H 5.116 0.264 2.648
H 6.674 1.104 2.202
H 5.241 4.699 0.748
H 4.538 3.475 1.382
C 2.403 -5.163 3.515
C 1.041 -5.081 2.821
C 1.097 -5.909 1.538
O -0.013 -5.741 0.691
C 0.023 -4.530 -0.046
N -0.047 -5.571 3.655
H 2.392 -4.509 4.392
H 3.213 -4.806 2.874
H 2.607 -6.181 3.852
H 0.857 -4.031 2.587
H 1.095 -6.967 1.815
H 2.023 -5.686 0.990
H 0.576 -4.688 -0.988
H 0.567 -3.745 0.475
H -0.996 -4.264 -0.308
H 0.019 -5.220 4.605
H -0.001 -6.579 3.760
*
```



Which of them is most stable, and which least? Most stable: #Q; least stable: #P.



#P
FHNO2S | the ωB97M-V functional and the def2-TZVPD basis

Values from the calculation:
- HOMO (eV) = -4.08
- Kohn-Sham gap (eV) = 8.277

```
! wB97M-V def2-TZVPD RIJCOSX def2/J DEFGRID3
* xyz -1 1
N -0.582 -0.750 0.344
O 0.606 1.207 -1.152
O 1.479 0.423 0.984
F -1.666 -1.066 -0.653
S 1.021 0.033 -0.363
H -0.858 0.153 0.840
*
```



#Q
FHNO2S | the ωB97M-V functional and the def2-TZVPD basis

Values from the calculation:
- HOMO (alpha / beta) (eV) = -3.76 / -3.76
- Kohn-Sham gap (alpha / beta) (eV) = 7.948 / 7.948

```
! wB97M-V def2-TZVPD RIJCOSX def2/J DEFGRID3
* xyz -1 1
N -0.302 -0.318 -0.856
O 1.446 0.650 0.833
O -0.770 1.719 0.733
F -1.308 -1.197 -0.981
S -0.050 0.448 0.897
H 0.984 -1.303 -0.626
*
```



Which of them is most stable, and which least? Most stable: #P; least stable: #Q.



#P
C7H11N2O2 | the ωB97M-V functional and the def2-TZVPD basis

Values from the calculation:
- HOMO (eV) = -3.96
- Kohn-Sham gap (eV) = 7.127

```
! wB97M-V def2-TZVPD RIJCOSX def2/J DEFGRID3
* xyz -1 1
C 1.822 1.557 2.887
C 0.339 1.576 2.494
O -0.433 0.802 3.113
O 0.036 2.352 1.552
H 2.415 2.113 2.164
H 2.179 0.519 2.887
H 1.973 1.871 3.922
C 0.963 -0.891 -0.394
C 0.456 -1.711 0.794
C -0.017 -0.779 -1.507
C -1.343 -0.479 -1.392
C -0.846 -1.017 -3.463
N 0.277 -1.139 -2.808
N -1.858 -0.573 -2.670
H 1.249 0.073 0.028
H 1.895 -1.323 -0.761
H -0.180 -2.565 0.533
H -1.894 -0.098 -0.551
H -0.949 -1.075 -4.539
H -2.830 -0.688 -2.896
H -0.137 -1.102 1.485
H 1.292 -2.096 1.384
*
```



#Q
C7H11N2O2 | the ωB97M-V functional and the def2-TZVPD basis

Values from the calculation:
- HOMO (eV) = -3.70
- Kohn-Sham gap (eV) = 6.651

```
! wB97M-V def2-TZVPD RIJCOSX def2/J DEFGRID3
* xyz -1 1
C -1.184 -0.885 -1.167
C -1.608 -1.815 -2.368
O -0.916 -1.883 -3.415
O -2.710 -2.377 -2.182
H -0.577 -1.415 -0.423
H -2.152 -0.688 -0.671
H -0.717 -0.042 -1.633
C 1.228 1.364 -0.328
C 0.948 2.873 -0.377
C 1.009 0.748 0.991
C -0.161 0.145 1.532
C 1.457 0.373 3.056
N 2.018 0.693 1.908
N 0.141 0.087 2.900
H 0.663 0.990 -1.155
H 2.319 1.225 -0.497
H 1.430 3.331 0.491
H -1.160 0.123 1.183
H 1.985 0.518 3.979
H -0.500 -0.300 3.569
H -0.076 3.195 -0.442
H 1.524 3.328 -1.205
*
```



Which of them is most stable, and which least? Most stable: #P; least stable: #Q.